#1
Computed, not measured: 2 unconnected molecules or ions with the total composition C11H12NO2, with wB97M-V/def2-TZVPD.

```
26
C11H12NO2 | the Open Molecules 2025 dataset | wB97M-V/def2-TZVPD
O 3.6767 -0.6726 -0.9477
O 1.8275 -0.0776 -1.9813
N -0.5063 0.6782 -1.3283
C -2.4251 0.0667 -0.2089
C -0.3174 0.8162 0.0257
C 1.8323 -2.1979 -0.8597
C 2.5232 -0.9090 -1.2454
C 0.8220 1.2801 0.7136
C -1.7894 0.2201 -1.4279
C -1.4231 0.3469 2.1662
C -1.3994 0.2452 0.7624
C -3.7422 -0.5913 -0.0379
C 0.8687 1.1051 2.0676
C -0.2392 0.6340 2.8160
H 2.5432 -3.0078 -1.0282
H -2.2890 0.1909 -2.3917
H -3.9808 -1.4234 -0.7050
H 0.9583 -2.3479 -1.4917
H 1.5466 1.7696 0.0786
H -3.8358 -1.1872 0.8831
H 0.8488 0.2947 -1.8127
H 1.7088 1.4015 2.6828
H -2.3574 0.2316 2.7033
H -4.5910 0.0920 -0.0368
H -0.2128 0.6581 3.8956
H 1.5247 -2.1572 0.1833
```

## Properties
Total charge   -1
2S+1   1
Orbital gap   7.24 eV
LUMO level   3.6 eV
HOMO energy   -3.639 eV

#2
Computed, not measured: 2 unconnected molecules or ions with the total composition C11H12NO2, with wB97M-V/def2-TZVPD.

```
26
C11H12NO2 | the Open Molecules 2025 dataset | wB97M-V/def2-TZVPD
O -0.8139 2.7548 1.7965
O -2.6566 4.0089 2.0628
N 0.0322 0.3287 0.9774
C 1.8871 -1.8818 -1.0904
C -2.5890 2.4842 0.2297
C 2.3854 0.5917 0.1925
C 3.1188 -1.2948 -1.1990
C -1.9628 3.1741 1.4603
C -0.9145 -0.6514 0.8028
C -1.2730 -2.6521 -0.7536
C 1.1462 -0.0408 0.2850
C -0.4777 -1.5991 -0.0732
C 0.9094 -1.3131 -0.2737
C 3.3544 -0.1133 -0.4778
H -1.2170 -2.6872 -1.8613
H -2.7383 1.4628 0.5570
H 4.3739 0.2614 -0.4771
H 1.6629 -2.7386 -1.7285
H -0.1815 1.3220 1.1713
H -1.8981 -0.3651 1.1535
H -3.4619 2.9814 -0.1687
H -2.3227 -2.5889 -0.5149
H -1.0176 -3.6645 -0.4700
H -1.7888 2.3703 -0.4967
H 2.5324 1.5265 0.7246
H 3.9109 -1.6759 -1.8283
```

## Properties
Total charge   -1
2S+1   1
Orbital gap   7.91 eV
LUMO level   3.2 eV
HOMO energy   -4.674 eV

Least stable: #1

#1
Computed, not measured: C4H3FO in the gas phase, with wB97M-V/def2-TZVPD.

```
9
C4H3FO | the Open Molecules 2025 dataset | wB97M-V/def2-TZVPD
F 2.7581 1.3594 0.6437
O 2.7544 0.4603 -1.3761
C -0.3978 -0.1179 0.0555
C 0.6959 0.3734 -0.0367
C -1.7407 -0.6003 0.2388
C 2.1812 0.7119 -0.3794
H -2.1277 -0.9631 -0.7130
H -1.7380 -1.4208 0.9564
H -2.3855 0.1971 0.6108
```

## Properties
2S+1   1
Orbital gap   11.35 eV
Structure (SMILES)   CC#CC(=O)F
LUMO level   0.7 eV
HOMO energy   -10.695 eV

#2
Computed, not measured: 2 unconnected molecules or ions with the total composition C4H3FO, with wB97M-V/def2-TZVPD.

```
9
C4H3FO | the Open Molecules 2025 dataset | wB97M-V/def2-TZVPD
F 0.2100 2.0661 -0.3074
O 2.7289 -0.7869 0.1824
C -1.2213 0.0501 0.1347
C -0.1567 0.8656 0.3592
C -2.1457 -0.7169 -0.0444
C 1.7796 -0.4614 -0.3735
H 1.5082 -0.7559 -1.4395
H -2.9664 -1.3658 0.0810
H 0.2634 1.1050 1.4075
```

## Properties
2S+1   1
Orbital gap (spin up / spin down)   7.88 / 8.19 eV
LUMO level (spin up / spin down)   -0.4 / 0.0 eV
HOMO energy (spin up / spin down)   -8.255 / -8.239 eV

Least stable: #2

#1
Computed, not measured: a molecular structure, C9H14N2O7, with wB97M-V/def2-TZVPD.

```
32
C9H14N2O7 | the Open Molecules 2025 dataset | wB97M-V/def2-TZVPD
O -2.6522 2.1236 -0.7516
O 2.1280 3.9464 2.3363
O -2.5723 3.5551 0.8743
O 2.7662 -3.6505 -3.0319
O 0.4774 -3.3327 -2.8415
O 0.2725 -0.4011 1.8538
O 0.0146 3.2492 2.8190
N -0.7984 0.4689 0.0940
N -1.2515 -1.8929 -1.3171
C 1.7210 -2.3868 -0.9913
C 0.3822 2.8052 0.2671
C -0.4533 -0.6333 0.8317
C -0.6855 -1.9561 0.0885
C -2.0919 2.4451 0.2707
C 1.8175 -3.2659 -2.4056
C 1.0379 3.2978 2.0324
C -0.7560 1.8132 0.6151
C 0.6695 -2.5937 0.2257
H 0.6376 -3.8610 0.4522
H -0.5716 1.4396 1.7670
H -1.5353 -2.6121 0.6134
H 1.4528 -1.3138 -1.5036
H -2.3223 -2.1623 -1.4420
H -1.9222 3.7473 1.5085
H 1.4510 -2.3229 1.1635
H 1.5795 1.9101 -0.7624
H 2.8123 -2.0980 -0.4599
H -0.0095 3.8526 -0.6580
H -0.8876 0.3655 -1.1249
H 0.3996 3.8252 3.6750
H -0.3276 -3.1422 -2.1161
H -0.7825 -1.2195 -2.0824
```

## Properties
2S+1   1
Orbital gap   9.21 eV
LUMO level   -0.9 eV
HOMO energy   -10.067 eV

#2
Computed, not measured: C9H14N2O7 in the gas phase, with wB97M-V/def2-TZVPD.

```
32
C9H14N2O7 | the Open Molecules 2025 dataset | wB97M-V/def2-TZVPD
O 2.2112 0.6988 -1.9982
O 0.0148 0.8411 2.8760
O -2.1756 1.7090 -1.6485
O -0.9533 -2.5684 2.1755
O 1.4805 1.5447 1.3645
O -3.2273 0.4800 -0.0969
O 0.6996 2.2750 -1.7819
N -1.1606 -0.9410 0.5580
N 1.8448 -1.7910 -0.0299
C -0.4338 -1.8388 1.3407
C -0.9257 -0.0605 -0.5417
C 1.0441 0.6147 2.0868
C 1.1701 -1.8534 1.2844
C 1.6143 -0.7813 2.2685
C 0.0450 0.2273 -2.9479
C 1.0897 1.0744 -2.2162
C -0.6523 -0.7258 -1.8898
C -2.2105 0.7675 -0.6924
H 2.6589 -2.3396 0.1002
H -0.5117 0.9609 -3.5095
H -1.2982 2.1337 -1.5242
H -0.0857 0.6185 -0.2564
H 2.7244 -0.6501 2.2460
H 1.3175 -1.0527 3.3413
H 1.4247 -2.8878 1.5714
H -1.6183 -1.0398 -2.3530
H 0.5717 -0.3469 -3.7731
H 1.3985 2.6577 -1.1270
H 0.0091 -1.6114 -1.7545
H -0.2579 0.0881 3.3974
H 2.1685 -0.8227 -0.1963
H -2.1351 -0.9699 0.8627
```

## Properties
2S+1   1
Orbital gap   10.28 eV
Structure (SMILES)   N[C@@H](CC(=O)O)C(=O)N[C@@H](CCC(=O)O)C(=O)O
LUMO level   0.4 eV
HOMO energy   -9.865 eV

Least stable: #1